(1)
Computed, not measured: a structure of composition C36H39N6O3P2RuS2, with wB97M-V/def2-TZVPD.

Each line ends with the Mulliken charge.
Atoms and positions in Å:
Ru1 0.185 -0.908 0.374  0.79
S1 -1.649 -1.784 -0.709  -0.76
S2 0.006 -2.665 1.827  -0.60
P1 -0.784 0.443 1.773  2.74
P2 -1.111 1.346 -2.310  1.46
O1 -2.088 2.353 -1.823  -1.01
O2 -0.077 0.705 -1.412  0.27
O3 3.454 -0.725 3.139  -0.46
N1 -4.747 -3.577 -0.088  -0.59
N2 1.379 1.879 -3.169  0.03
N3 -3.451 0.082 -2.312  0.06
N4 2.073 -0.675 1.383  1.47
N5 1.958 -2.114 -1.926  -0.01
N6 -2.563 -4.922 3.272  -0.51
C1 -3.663 -3.320 0.203  -0.25
C2 -0.899 2.191 1.239  0.91
C3 -1.595 -3.277 1.532  1.04
C4 4.175 -1.439 2.131  -0.73
C5 -3.534 0.167 1.503  -0.15
C6 -0.771 4.886 0.528  -0.73
C7 1.403 1.608 5.667  -0.77
C8 0.357 4.079 0.406  -0.56
C9 2.727 -0.962 -3.944  -0.77
C10 3.319 -2.345 -1.444  -2.14
C11 3.815 -1.366 -0.378  0.70
C12 -1.947 4.349 1.021  -0.77
C13 -0.032 2.039 -3.651  -1.04
C14 3.165 -1.605 0.994  -0.62
C15 1.773 -1.718 -3.250  0.78
C16 0.607 -2.086 -3.931  -0.59
C17 2.093 0.884 4.716  -0.69
C18 0.397 -1.696 -5.242  -0.52
C19 1.338 -0.929 -5.923  -0.66
C20 0.069 1.929 5.455  -0.84
C21 -2.327 -2.889 0.464  0.25
C22 -2.434 -0.061 2.330  0.04
C23 2.296 -0.318 2.599  -0.20
C24 -3.838 -1.376 3.783  -0.74
C25 -2.126 -4.196 2.495  -0.21
C26 -2.010 3.008 1.383  -0.54
C27 1.467 0.463 3.535  -0.01
C28 3.731 0.095 -0.799  -1.89
C29 -0.552 1.523 4.289  -0.60
C30 -2.597 -0.838 3.473  -0.76
C31 0.290 2.743 0.756  -0.72
C32 -2.228 0.145 -3.166  -1.42
C33 2.508 -0.582 -5.266  -0.42
C34 0.124 0.781 3.322  0.25
C35 -4.775 -0.364 1.817  -1.16
C36 -4.925 -1.144 2.956  -0.77
H1 2.692 0.355 -1.018  0.12
H2 -3.413 0.767 0.608  0.65
H3 -0.723 5.932 0.256  0.40
H4 -3.604 1.035 -1.942  0.43
H5 -1.589 1.787 4.121  0.44
H6 1.291 4.504 0.059  0.51
H7 1.904 1.920 6.573  0.43
H8 4.872 -1.623 -0.245  0.56
H9 3.128 0.633 4.884  0.56
H10 4.507 -2.382 2.558  0.31
H11 3.281 -0.032 -5.791  0.44
H12 1.182 -0.653 -6.957  0.43
H13 -3.947 -1.998 4.661  0.48
H14 -2.504 0.561 -4.135  0.59
H15 1.271 1.407 -2.233  -0.39
H16 -0.139 1.510 -4.596  0.45
H17 -2.931 2.618 1.794  0.52
H18 -0.261 3.092 -3.790  0.48
H19 4.002 -2.320 -2.294  0.71
H20 1.299 -2.828 -1.645  0.42
H21 -0.502 -2.019 -5.752  0.46
H22 -2.823 4.975 1.133  0.45
H23 3.378 -3.357 -1.039  0.51
H24 4.072 0.755 0.001  0.55
H25 4.352 0.289 -1.674  0.47
H26 -5.887 -1.578 3.190  0.41
H27 3.660 -0.691 -3.471  0.19
H28 1.871 2.763 -3.071  0.41
H29 -3.213 -0.572 -1.524  -0.31
H30 -0.483 2.495 6.192  0.46
H31 5.042 -0.843 1.840  0.39
H32 -1.831 -0.855 -3.283  0.51
H33 -1.749 -1.049 4.113  0.42
H34 -0.122 -2.705 -3.420  0.42
H35 1.171 2.114 0.669  0.05
H36 -5.623 -0.185 1.169  0.42
H37 2.737 -2.612 1.012  0.54
H38 -4.271 -0.267 -2.803  0.40
H39 1.912 1.241 -3.771  0.19

Computed properties:
- Kohn-Sham gap: 6.97 eV
- Lowest unoccupied orbital energy: -0.09209 Eh
- Total charge: +1

=====

(2)
Computed, not measured: a structure of composition C36H40As2Cl2NScSi, with wB97M-V/def2-TZVPD.

Each line ends with the Mulliken charge.
Atoms and positions in Å:
As1 -1.037 -0.088 1.854  1.50
As2 1.698 1.392 0.195  1.83
Sc1 0.401 -1.031 -0.365  -0.85
Cl1 2.346 -2.686 -1.164  -0.07
Cl2 1.050 -3.371 1.349  0.03
Si1 0.084 -0.255 -3.560  0.04
N1 -0.499 -1.056 -2.076  1.11
C1 -2.495 1.330 -0.170  0.22
C2 2.989 3.918 -0.067  -0.53
C3 -3.941 -2.387 -2.686  -0.93
C4 2.526 2.873 -2.189  -0.02
C5 -2.335 -1.242 5.655  -0.81
C6 -4.860 1.747 -0.169  -0.74
C7 3.625 5.010 -2.108  -0.55
C8 -1.601 -1.123 3.364  0.36
C9 4.491 0.929 0.893  -0.75
C10 -0.025 1.421 2.591  -1.15
C11 -2.789 -1.633 -2.870  -0.29
C12 2.458 2.853 -0.802  0.33
C13 1.956 -0.430 -3.484  -1.27
C14 3.567 4.992 -0.722  -0.82
C15 -1.920 -0.489 4.566  -0.36
C16 -0.517 1.519 -3.535  -0.81
C17 2.360 -3.805 0.236  -0.52
C18 -1.739 -1.748 -1.961  0.78
C19 -1.914 -2.591 -0.862  0.08
C20 -3.618 1.866 -0.779  -0.85
C21 -4.082 -3.248 -1.605  -0.74
C22 2.894 -0.463 2.036  -0.01
C23 -0.486 -1.114 -5.118  -1.24
C24 5.522 0.244 1.524  -0.81
C25 -3.854 0.557 1.664  -0.63
C26 -1.724 -2.505 3.260  -0.07
C27 -2.609 0.688 1.059  0.63
C28 5.243 -0.786 2.409  -0.60
C29 -2.440 -2.620 5.549  -0.52
C30 -2.143 -3.253 4.351  -0.97
C31 -3.059 -3.347 -0.672  -0.93
C32 3.169 0.582 1.154  0.67
C33 0.575 2.312 1.520  -1.13
C34 3.926 -1.142 2.667  -1.21
C35 3.108 3.953 -2.839  -0.92
C36 -4.977 1.091 1.047  -0.80
H1 -0.704 2.002 3.220  0.68
H2 -0.275 2.042 -2.606  0.22
H3 -1.602 1.541 -3.650  0.33
H4 -0.510 -2.200 -5.021  0.43
H5 -5.945 0.993 1.519  0.45
H6 -3.961 0.042 2.611  0.44
H7 6.547 0.522 1.322  0.45
H8 2.972 3.916 1.017  0.32
H9 -1.459 -0.784 -5.476  0.37
H10 -1.130 -2.735 -0.106  0.49
H11 -2.579 -0.749 6.586  0.43
H12 -0.200 2.807 0.928  0.38
H13 -5.738 2.163 -0.643  0.43
H14 0.236 -0.875 -5.903  0.44
H15 1.177 3.098 1.979  0.71
H16 -1.854 0.588 4.664  0.39
H17 3.157 3.966 -3.919  0.46
H18 -3.525 2.373 -1.730  0.48
H19 6.052 -1.303 2.906  0.42
H20 2.179 -4.803 -0.147  0.45
H21 2.425 0.175 -4.263  0.47
H22 -4.742 -2.299 -3.408  0.45
H23 -4.984 -3.834 -1.494  0.44
H24 2.229 -1.466 -3.694  0.39
H25 4.727 1.727 0.200  0.43
H26 0.739 0.993 3.244  0.44
H27 -2.765 -3.202 6.400  0.42
H28 3.974 5.814 -0.149  0.43
H29 -2.244 -4.326 4.264  0.45
H30 2.127 2.057 -2.775  0.19
H31 4.078 5.849 -2.618  0.41
H32 2.448 -0.133 -2.548  0.28
H33 -0.098 2.104 -4.356  0.51
H34 1.869 -0.735 2.283  0.46
H35 -1.539 1.414 -0.684  -0.07
H36 -1.538 -3.010 2.319  0.11
H37 -2.723 -0.970 -3.717  0.37
H38 3.310 -3.690 0.746  0.39
H39 3.702 -1.931 3.373  0.52
H40 -3.154 -4.001 0.184  0.47

Computed properties:
- Kohn-Sham gap: 7.22 eV
- Lowest unoccupied orbital energy: -0.22381 Eh
- Total charge: +2

=====

(3)
Computed, not measured: a structure of composition C36H40As2NOPd at a distorted geometry, with wB97M-V/def2-TZVPD.

Each line ends with the Mulliken charge.
Atoms and positions in Å:
Pd1 -13.878 12.136 14.487  -1.03
As1 -12.248 12.163 16.113  1.35
As2 -11.408 9.482 14.292  0.73
O1 -11.206 13.567 10.250  -0.49
N1 -14.381 15.295 12.674  0.49
C1 -11.881 14.970 19.342  -0.37
C2 -12.671 6.520 11.578  -0.61
C3 -12.575 14.353 20.343  -0.30
C4 -10.399 12.719 15.494  0.31
C5 -13.205 13.168 20.112  -0.69
C6 -9.795 8.313 14.382  -0.39
C7 -12.134 9.228 16.092  -1.07
C8 -10.325 13.136 14.119  -0.35
C9 -15.093 16.072 11.618  -1.05
C10 -13.145 12.584 18.854  -0.35
C11 -12.344 13.118 17.826  0.27
C12 -8.505 6.494 15.340  -0.88
C13 -7.436 6.898 14.592  -0.35
C14 -15.844 12.326 13.276  -1.36
C15 -16.233 13.662 13.140  1.23
C16 -13.329 16.014 13.302  -0.91
C17 -18.468 13.072 12.270  -0.64
C18 -7.536 7.967 13.688  -0.45
C19 -14.648 7.788 12.167  -0.45
C20 -11.740 14.367 18.103  -0.39
C21 -15.284 14.741 13.658  -1.14
C22 -11.283 14.704 9.384  -0.59
C23 -11.730 10.430 16.954  -1.28
C24 -7.927 12.873 14.148  -0.53
C25 -11.924 7.300 12.436  -0.37
C26 -16.806 11.410 12.904  0.42
C27 -18.102 11.749 12.376  -0.58
C28 -9.083 13.206 13.493  -0.28
C29 -9.230 12.428 16.200  -0.34
C30 -12.544 8.273 13.185  0.35
C31 -7.994 12.460 15.512  -0.79
C32 -9.723 7.205 15.224  0.03
C33 -13.919 8.520 13.103  -0.33
C34 -14.039 6.785 11.409  -0.56
C35 -8.695 8.700 13.593  -0.30
C36 -17.499 14.049 12.656  -0.40
H1 -11.493 16.006 19.528  0.29
H2 -17.804 15.088 12.592  0.40
H3 -10.880 15.652 9.773  0.24
H4 -8.774 9.579 12.997  0.44
H5 -14.445 16.237 10.780  0.25
H6 -14.660 6.183 10.787  0.39
H7 -11.130 14.889 17.312  0.22
H8 -10.859 7.082 12.609  0.17
H9 -13.688 16.826 13.948  0.39
H10 -12.131 10.382 17.943  0.79
H11 -14.427 9.280 13.676  0.18
H12 -10.592 6.832 15.720  0.41
H13 -16.642 10.338 12.883  0.14
H14 -11.230 13.495 13.654  -0.02
H15 -11.777 13.633 11.060  0.29
H16 -19.499 13.393 12.123  0.30
H17 -14.718 14.342 14.504  0.48
H18 -9.107 13.594 12.474  0.38
H19 -12.596 16.400 12.586  0.33
H20 -8.495 5.646 15.931  0.47
H21 -10.792 14.413 8.470  0.28
H22 -15.344 17.121 11.949  0.31
H23 -6.997 12.937 13.554  0.32
H24 -13.592 12.613 20.979  0.30
H25 -7.073 12.079 15.927  0.36
H26 -12.445 14.828 21.338  0.29
H27 -6.491 6.409 14.645  0.40
H28 -15.692 7.976 11.954  0.36
H29 -12.336 14.842 9.163  0.24
H30 -13.185 9.014 16.044  0.47
H31 -11.741 8.317 16.559  0.57
H32 -18.803 10.923 12.314  0.33
H33 -12.271 5.637 11.154  0.40
H34 -15.943 15.509 11.310  0.42
H35 -13.541 11.562 18.688  0.39
H36 -12.717 15.331 13.951  -0.01
H37 -15.885 15.560 14.092  0.33
H38 -9.368 12.080 17.187  0.69
H39 -10.655 10.491 17.088  0.23
H40 -6.561 8.216 13.070  0.20

Computed properties:
- Kohn-Sham gap: 6.06 eV
- Lowest unoccupied orbital energy: 0.09518 Eh
- Total charge: -1

=====

total charge of number 3 (C36H40As2NOPd)? -1

=====

Which value of total charge does entry 1 give? +1